1.
This record from the Open Molecules 2025 dataset describes C34H28BrN8O6PdS3 as an isolated structure at a distorted geometry. The level of theory is ωB97M-V/def2-TZVPD.

Cartesian coordinates (Å):
Pd -0.843 0.277 -0.592
O 2.185 -0.326 -2.737
C 2.712 0.789 -3.036
C 3.377 0.948 -4.302
C 3.995 2.126 -4.563
C 3.980 3.162 -3.591
C 3.328 3.010 -2.360
C 2.660 1.853 -2.062
C 1.913 1.627 -0.740
O 1.374 0.355 -0.691
N 0.910 2.659 -0.509
N -0.342 2.475 -0.983
C -1.151 3.458 -0.960
C -2.568 3.373 -1.303
Br -3.259 1.648 -1.674
C -3.416 4.399 -1.305
C -3.072 5.825 -1.111
C -3.925 6.620 -0.345
C -3.634 7.956 -0.120
C -2.501 8.527 -0.684
C -1.669 7.757 -1.484
C -1.952 6.415 -1.696
H 1.707 -0.183 -1.719
H 3.379 0.117 -4.993
H 4.509 2.273 -5.504
H 4.486 4.095 -3.808
H 3.351 3.819 -1.639
H 2.655 1.802 0.052
H 1.209 3.600 -0.299
H -0.805 4.430 -0.613
H -4.469 4.174 -1.438
H -4.814 6.177 0.089
H -4.299 8.557 0.488
H -2.279 9.573 -0.518
H -0.805 8.206 -1.959
H -1.329 5.833 -2.366
O -3.695 -2.032 1.204
C -2.521 -2.011 0.837
O -2.136 -1.355 -0.205
C -1.543 -2.876 1.590
C -2.050 -4.041 2.151
C -1.243 -4.930 2.866
C 0.069 -4.576 3.024
O 1.044 -5.248 3.702
C 2.235 -4.469 3.567
O 1.902 -3.291 2.824
C 0.579 -3.411 2.488
C -0.185 -2.546 1.747
H -3.102 -4.254 2.013
H -1.632 -5.850 3.284
H 2.984 -5.042 3.024
H 2.600 -4.188 4.552
H 0.241 -1.635 1.348
S -0.835 -5.978 -0.840
C -0.464 -4.542 -1.551
S -1.614 -3.582 -2.403
C -0.531 -2.243 -2.392
N 0.654 -2.557 -1.852
N 0.698 -3.804 -1.428
C 1.984 -4.255 -0.969
C 2.854 -3.304 -0.446
C 4.116 -3.696 -0.039
C 4.506 -5.025 -0.143
C 3.634 -5.961 -0.680
C 2.372 -5.581 -1.109
S -0.930 -0.713 -2.988
H 2.528 -2.278 -0.340
H 4.795 -2.958 0.368
H 5.493 -5.329 0.183
H 3.939 -6.993 -0.789
H 1.728 -6.305 -1.586
N -3.016 -0.138 5.616
C -2.914 -0.077 4.279
N -3.954 -0.468 3.530
N -1.788 0.396 3.797
C -1.546 0.686 2.557
N -1.247 1.004 1.477
H -3.838 -0.487 6.072
H -2.270 0.244 6.168
H -4.735 -0.914 3.982
H -3.761 -0.793 2.586

Calculated values
Spin multiplicity = 5
Highest occupied orbital energy (alpha / beta) = -10.0 / -9.9 eV
Charge = +1
Frontier orbital gap (alpha / beta) = 0.2796 / 0.1654 Ha
Total energy = -6098.053473 Ha

Results of the Löwdin charge analysis, in e, for atoms 1 through 8:
1. Pd 0.854
2. O 0.095
3. C -0.237
4. C 0.053
5. C -0.037
6. C 0.002
7. C -0.009
8. C -0.029

***

2.
This record from the Open Molecules 2025 dataset describes C14H8CuN2O8 as an isolated structure. The level of theory is ωB97M-V/def2-TZVPD.

Cartesian coordinates (Å):
Cu 0.459 -1.239 -0.178
O 4.064 -0.056 1.927
C 2.975 -0.525 1.334
O 2.741 -0.403 0.153
C 2.052 -1.255 2.247
C 2.308 -1.555 3.571
C 1.351 -2.287 4.272
C 0.193 -2.693 3.634
C 0.020 -2.361 2.296
N 0.931 -1.654 1.648
C -1.174 -2.808 1.433
O -2.119 -3.327 1.994
O -1.004 -2.576 0.183
H 4.614 0.396 1.273
H 3.229 -1.220 4.022
H 1.528 -2.543 5.308
H -0.585 -3.261 4.125
O 0.582 -1.236 -2.040
C 0.075 -0.334 -2.735
C -0.649 0.817 -2.318
C -1.213 1.604 -3.335
C -1.959 2.710 -3.037
C -2.182 3.079 -1.693
C -1.629 2.351 -0.687
C -0.823 1.194 -0.934
O -0.293 0.590 0.051
N -2.520 3.507 -4.112
O -2.319 3.148 -5.262
O -3.196 4.473 -3.805
H 0.197 -0.435 -3.822
H -1.070 1.333 -4.373
H -2.798 3.943 -1.489
H -1.787 2.621 0.348

Calculated values
Spin multiplicity = 2
Highest occupied orbital energy (alpha / beta) = -8.8 / -8.8 eV
Frontier orbital gap (alpha / beta) = 0.2820 / 0.2758 Ha
Total energy = -2890.192574 Ha

Results of the Löwdin charge analysis, in e, for atoms 1 through 8:
1. Cu 0.710
2. O 0.156
3. C -0.438
4. O 0.118
5. C -0.148
6. C 0.031
7. C -0.009
8. C 0.045

***

3.
This record from the Open Molecules 2025 dataset describes C23H23BBiI2N2O3Se3Te as an isolated structure at a distorted geometry. The level of theory is ωB97M-V/def2-TZVPD.

Cartesian coordinates (Å):
Bi 1.393 -0.273 -2.631
I 4.139 4.271 3.832
C 3.684 3.223 2.054
C 4.703 2.787 1.229
C 4.356 2.077 0.104
I 5.871 1.407 -1.192
C 3.024 1.713 -0.257
O 2.917 0.903 -1.264
C 2.003 2.284 0.577
C 0.511 2.151 0.354
N 0.052 2.450 -1.001
C 0.274 3.840 -1.372
C 0.307 4.105 -2.864
C 0.640 5.374 -3.337
C 0.742 5.572 -4.702
C 0.509 4.504 -5.558
C 0.132 3.295 -4.999
N 0.024 3.109 -3.688
C 2.367 2.998 1.714
H 5.742 2.979 1.453
H 0.016 2.828 1.068
H 0.195 1.139 0.603
H -0.923 2.195 -1.105
H 1.245 4.129 -0.961
H -0.477 4.511 -0.925
H 0.821 6.182 -2.639
H 1.009 6.546 -5.095
H 0.607 4.608 -6.629
H -0.100 2.437 -5.624
H 1.578 3.392 2.344
Se 3.533 -1.778 -2.903
Se 3.638 -1.201 -5.147
Te 1.623 -2.455 -6.095
Se -0.135 -2.054 -4.339
C -3.949 -5.132 2.833
C -3.246 -3.822 3.216
C -4.282 -2.695 3.183
C -2.698 -3.909 4.649
C -2.086 -3.577 2.250
C -1.028 -4.489 2.201
C 0.070 -4.337 1.363
C 0.092 -3.220 0.557
O 1.025 -2.794 -0.348
B 0.541 -1.618 -0.897
O -0.699 -1.312 -0.312
C -0.960 -2.314 0.583
C -2.055 -2.466 1.406
H -4.763 -5.350 3.529
H -3.255 -5.971 2.842
H -4.366 -5.050 1.828
H -5.075 -2.910 3.902
H -4.739 -2.602 2.197
H -3.831 -1.739 3.455
H -3.507 -4.099 5.358
H -2.216 -2.969 4.919
H -1.963 -4.707 4.748
H -1.051 -5.364 2.839
H 0.868 -5.067 1.334
H -2.849 -1.736 1.360

Calculated values
Highest occupied orbital energy = -4.2 eV
Charge = -1
Frontier orbital gap = 0.2337 Ha
Total energy = -9532.875853 Ha

Results of the Löwdin charge analysis, in e, for atoms 1 through 8:
1. Bi 1.079
2. I 0.759
3. C -0.742
4. C -0.254
5. C -0.618
6. I 0.869
7. C -0.437
8. O -0.450

***

4.
This record from the Open Molecules 2025 dataset describes an isolated molecule of C4H5N3. The level of theory is ωB97M-V/def2-TZVPD.

Cartesian coordinates (Å):
N 1.052 -0.294 1.647
C 0.200 -0.272 0.509
C -0.461 -1.481 0.106
N -1.290 -0.668 0.597
C -1.277 1.374 -2.063
N -0.303 1.156 -1.345
C 0.504 0.865 -0.406
H 0.869 -1.095 2.240
H 1.018 0.555 2.200
H -0.426 -2.519 -0.210
H -1.264 0.896 -3.050
H 1.378 1.485 -0.224

Calculated values
Highest occupied orbital energy = -7.9 eV
Frontier orbital gap = 0.3259 Ha
Total energy = -319.526411 Ha

Results of the Löwdin charge analysis, in e, for atoms 1 through 8:
1. N 0.083
2. C -0.511
3. C -0.083
4. N 0.197
5. C 0.053
6. N -0.071
7. C -0.090
8. H 0.078

***

5.
This record from the Open Molecules 2025 dataset describes C51H54BrN4O6PRbS2Sb2 as an isolated structure at a distorted geometry. The level of theory is ωB97M-V/def2-TZVPD.

Cartesian coordinates (Å):
Rb 0.032 -0.344 0.308
C -4.172 -1.681 -0.839
Sb -3.946 -0.030 0.839
C -5.386 1.424 -0.224
C -5.648 -1.154 1.969
C -5.711 -2.670 1.970
C -6.652 -3.310 1.153
C -6.668 -4.651 1.080
C -6.086 -5.471 2.111
C -5.246 -4.809 3.042
C -4.894 -3.303 2.841
C -3.717 -2.527 3.486
Sb -1.604 -3.618 3.479
C -2.146 -5.728 3.230
C -1.709 -3.016 1.241
H -4.612 -2.540 0.113
H -3.117 -1.738 -1.350
H -5.047 -1.673 -1.774
H -4.891 2.438 -0.279
H -5.701 1.606 1.045
H -6.355 1.397 -0.864
H -6.607 -0.615 1.536
H -5.697 -0.934 3.008
H -7.189 -2.844 0.443
H -7.127 -5.325 0.488
H -6.249 -6.442 1.713
H -4.415 -5.358 3.498
H -3.705 -2.230 4.591
H -3.356 -1.728 2.956
H -2.784 -5.486 2.383
H -10.808 5.283 -3.957
H -2.180 -6.490 4.102
H -0.958 -3.735 0.930
H -1.177 -2.267 0.626
H -2.726 -3.302 0.546
O 4.693 3.086 0.730
C 3.709 3.915 0.524
C 4.017 5.120 -0.418
C 3.058 6.014 -0.639
C 1.679 5.863 -0.312
C 1.305 4.863 0.589
C 2.352 3.950 0.951
C 1.803 2.516 1.578
O 2.787 1.612 1.469
N 0.621 2.245 1.875
N 0.555 1.021 2.635
C -0.515 0.750 3.283
S -1.009 -0.764 4.116
C -4.263 1.850 3.980
C -3.102 2.536 4.170
S -1.431 2.466 3.588
H 3.675 1.887 0.917
H 5.017 5.158 -0.678
H 3.079 7.038 -1.265
H 0.573 6.594 -0.169
H 0.285 4.745 1.147
H -4.144 0.922 3.229
H -5.243 2.575 4.204
H -10.543 6.395 -4.235
H -3.159 3.274 4.956
O 2.462 -1.890 1.013
C 2.287 -2.365 -0.085
O 1.263 -2.531 -0.732
C 3.582 -2.663 -0.762
C 4.727 -3.412 -0.564
C 6.045 -3.320 -0.857
C 6.200 -2.580 -1.971
C 5.034 -1.621 -2.426
C 3.886 -1.624 -1.719
P 2.686 -0.320 -2.220
C 3.580 1.058 -2.787
C 4.295 1.826 -1.945
C 5.096 2.924 -2.076
C 5.187 3.483 -3.382
C 4.510 2.733 -4.320
C 3.983 1.270 -4.282
C 1.918 -0.892 -3.748
C 1.289 -0.130 -4.582
C 0.891 -0.526 -5.788
C 1.019 -1.871 -6.191
C 1.543 -2.810 -5.360
C 2.005 -2.281 -4.136
H 4.472 -4.419 0.210
H 6.995 -3.955 -0.788
H 7.047 -2.125 -2.354
H 5.058 -0.848 -3.277
H 4.523 1.247 -1.067
H 5.888 3.350 -1.408
H 5.771 4.365 -4.055
H 4.485 2.747 -5.440
H 4.403 0.267 -4.846
H 1.043 0.868 -4.274
H 0.412 0.287 -6.317
H 0.379 -2.334 -7.236
H 2.202 -3.848 -5.714
H 2.887 -2.937 -3.380
O -0.975 -2.292 -2.614
H -0.807 -2.091 -3.518
H -0.103 -2.684 -2.372
Br -0.332 5.628 -3.329
C -0.866 3.997 -2.596
C -0.617 2.836 -3.303
C -1.150 1.590 -2.703
N -2.037 1.560 -1.456
C -2.085 2.821 -1.014
C -1.691 4.092 -1.556
H 0.296 2.776 -3.873
H -1.364 0.843 -3.415
H -2.181 2.912 -0.057
H -1.705 5.118 -1.245
O 3.454 0.117 7.692
N 3.288 -0.179 6.422
C 4.190 0.176 5.503
C 4.297 -0.070 4.183
C 3.260 -0.687 3.434
C 2.190 -0.984 4.419
C 2.291 -0.880 5.864
H 5.056 0.349 6.129
H 5.058 0.080 3.514
H 3.324 -0.567 2.390
H 1.221 -1.277 4.180
H 1.391 -1.074 6.523

Calculated values
Spin multiplicity = 2
Highest occupied orbital energy (alpha / beta) = -2.7 / -2.7 eV
Charge = -2
Frontier orbital gap (alpha / beta) = 0.2099 / 0.2098 Ha
Total energy = -6861.345923 Ha

Results of the Löwdin charge analysis, in e, for atoms 1 through 8:
1. Rb 0.692
2. C -0.329
3. Sb 1.327
4. C -0.359
5. C -0.299
6. C -0.360
7. C -0.076
8. C -0.103

***

6.
This record from the Open Molecules 2025 dataset describes C5H14N2 as an isolated structure at a distorted geometry. The level of theory is ωB97M-V/def2-TZVPD.

Cartesian coordinates (Å):
C -0.275 -1.228 0.325
C 0.331 -2.164 -0.720
C -1.791 -1.365 0.474
H 0.188 -1.444 1.297
H 0.427 0.115 0.570
H -2.178 -0.692 1.241
H 0.119 -3.208 -0.480
H -0.079 -1.956 -1.709
H 1.413 -2.046 -0.772
H -2.064 -2.385 0.752
H -2.296 -1.132 -0.466
C -0.302 2.388 0.779
N 0.475 1.380 0.076
C 1.601 1.770 -0.607
N 2.314 1.103 -1.427
H -0.178 -0.070 -0.240
H 1.920 0.176 -1.597
H 1.933 2.795 -0.406
H -0.755 3.099 0.082
H -1.108 1.906 1.338
H 0.307 2.958 1.491

Calculated values
Highest occupied orbital energy = -8.6 eV
Frontier orbital gap = 0.3468 Ha
Total energy = -308.269516 Ha

Results of the Löwdin charge analysis, in e, for atoms 1 through 8:
1. C -0.359
2. C -0.115
3. C -0.109
4. H 0.126
5. H 0.176
6. H 0.067
7. H 0.073
8. H 0.079

***

7.
This record from the Open Molecules 2025 dataset describes a 5-piece molecular cluster, C25H56NO23P6S overall at a distorted geometry. The level of theory is ωB97M-V/def2-TZVPD.

Cartesian coordinates (Å):
O -1.815 3.682 2.696
N -1.015 2.906 2.261
O -0.994 2.921 0.910
C -0.925 1.583 0.336
C -2.013 0.478 0.726
C -3.432 1.103 1.248
C -3.742 0.454 2.707
S -4.712 -1.133 2.481
O -1.237 1.795 -1.092
P -0.191 0.755 -2.063
O -1.302 0.681 -3.433
P 0.983 2.362 -2.992
O 0.708 2.421 -4.516
O 0.969 0.305 -0.828
C 0.647 1.205 0.284
C 1.488 1.002 1.629
C 0.766 0.155 2.772
O 0.435 0.776 3.831
C 0.487 -1.427 2.641
C -0.671 -1.954 3.564
C -1.021 -3.451 3.449
C -0.223 -4.326 2.458
C 0.926 -3.804 1.546
C 1.282 -2.304 1.651
H -1.691 -0.262 1.531
H -2.300 -0.159 -0.192
H -3.432 2.244 1.276
H -4.283 0.746 0.558
H -4.417 1.148 3.317
H -2.784 0.242 3.305
H -3.982 -2.032 1.720
H -0.819 -0.491 -1.704
H 0.642 -0.103 -2.906
H -1.975 1.369 -3.207
H 0.470 3.612 -2.447
H 2.392 2.304 -2.659
H 1.101 2.194 -0.126
H 2.477 0.463 1.376
H 1.811 2.023 2.079
H -1.223 -1.210 4.246
H -1.886 -3.830 4.104
H -0.512 -5.435 2.361
H 1.481 -4.457 0.798
H 2.079 -1.768 1.020
C -4.886 8.191 -2.779
O -3.674 7.473 -2.944
P -3.681 5.774 -2.666
O -4.825 5.534 -3.642
O -4.255 6.036 -1.138
C -3.396 6.693 -0.214
O -3.536 4.092 -2.365
C -3.255 3.588 -1.069
H -5.107 8.719 -3.709
H -5.731 7.551 -2.522
H -4.747 8.926 -1.983
H -3.906 7.564 0.196
H -2.461 7.011 -0.681
H -3.160 6.008 0.608
H -4.143 3.681 -0.435
H -2.404 4.096 -0.621
H -3.027 2.531 -1.156
C -4.822 -7.498 3.198
O -3.800 -7.825 4.131
P -2.227 -8.178 3.535
O -2.135 -6.871 2.762
O -2.877 -9.374 2.597
C -3.431 -10.505 3.260
O -0.640 -8.616 3.042
C -0.302 -9.950 2.710
H -5.235 -6.522 3.464
H -4.467 -7.467 2.168
H -5.613 -8.246 3.276
H -4.460 -10.646 2.931
H -3.414 -10.391 4.347
H -2.853 -11.397 2.994
H -0.733 -10.212 1.739
H -0.630 -10.648 3.479
H 0.782 -10.014 2.614
C 5.670 3.095 3.333
O 4.809 4.159 3.714
P 3.938 4.989 2.485
O 3.334 3.709 1.930
O 5.372 5.337 1.738
C 6.267 6.219 2.406
O 3.078 5.929 1.333
C 3.656 7.062 0.710
H 5.371 2.195 3.876
H 5.650 2.889 2.262
H 6.691 3.355 3.622
H 7.238 5.736 2.509
H 5.899 6.502 3.396
H 6.390 7.128 1.807
H 4.399 6.743 -0.027
H 4.102 7.735 1.442
H 2.870 7.594 0.172
C 1.042 -1.863 -6.350
O 1.624 -2.840 -5.494
P 3.119 -2.473 -4.729
O 2.588 -1.180 -4.132
O 3.795 -2.202 -6.215
C 3.938 -3.317 -7.086
O 4.643 -2.238 -3.962
C 5.861 -2.566 -4.604
H 0.034 -1.644 -5.991
H 1.614 -0.936 -6.394
H 0.973 -2.283 -7.357
H 3.456 -3.095 -8.037
H 3.499 -4.224 -6.664
H 5.004 -3.497 -7.268
H 6.080 -1.831 -5.384
H 5.834 -3.573 -5.020
H 6.662 -2.509 -3.866

Calculated values
Highest occupied orbital energy = -4.0 eV
Charge = -1
Frontier orbital gap = 0.0895 Ha
Total energy = -5217.109767 Ha

Results of the Löwdin charge analysis, in e, for atoms 1 through 8:
1. O 0.045
2. N -0.009
3. O -0.049
4. C -0.374
5. C -0.065
6. C -0.230
7. C -0.529
8. S 0.599

***

Question: Among the records above, which one has the lowest total energy?
Answer: C23H23BBiI2N2O3Se3Te

***

Question: Which of these has the lowest total energy?
Answer: C23H23BBiI2N2O3Se3Te